194
Properties=species:S:1:pos:R:3:forces:R:3 method="wB97M-V/def2-TZVPD" charge=0 e_tot_ev=-90512.589 homo_lumo_gap_ev=9.5 de_lowest_ev=0.000
C -4.054654 -2.128293 0.808943 0.878 1.338 -0.706
H 2.542766 -6.073473 -3.164937 -0.300 0.007 0.381
H -0.344904 -8.054573 1.406693 -0.370 -0.254 -0.323
H -4.157594 3.079117 3.003593 -0.390 -0.334 -0.131
H -2.099074 2.224657 -0.627837 0.069 0.145 0.032
H 0.634266 -1.066583 5.848713 0.459 0.214 -0.381
H 1.570856 -5.937463 -0.616637 0.486 0.681 -0.204
C -1.158674 5.077357 4.939843 -0.067 0.445 0.179
H -3.079374 3.796707 -3.866607 0.590 0.412 0.044
H 4.812316 -0.521503 -0.987627 -0.573 -0.318 -0.349
H -4.157954 1.866117 4.390673 -0.706 0.849 0.417
H -2.948564 -3.342853 -2.075607 0.443 0.225 -0.114
H 6.162316 2.253177 -2.388237 0.240 -0.296 0.245
O -6.816414 2.767447 1.386863 -0.075 0.140 0.364
H 1.205916 -2.208243 -0.423867 0.420 0.348 0.472
C -3.426324 -2.747043 -2.853327 -0.603 0.792 0.105
H 1.995206 5.217307 2.049263 0.142 0.195 0.299
H 3.555986 -5.266083 -0.108097 -0.534 -0.428 0.762
H 6.298116 1.490447 -6.128587 -0.308 0.062 0.067
H -0.570394 -3.877593 4.901903 -0.110 0.007 0.412
H -3.131304 -3.051933 -3.857367 0.339 -0.073 0.145
H 0.179436 1.707237 -4.015157 0.165 -0.006 -0.078
H -0.676624 -5.213933 3.868573 0.064 -0.009 -0.986
H -5.237594 -3.278013 2.123123 -0.369 0.034 -0.020
N 1.223446 -1.076053 1.994493 -0.079 0.281 0.560
H 5.162026 1.051597 -0.573697 0.070 0.594 -0.172
O 1.311926 0.886287 4.048633 0.061 -0.081 -0.277
N 3.019326 -4.800673 -0.826077 -0.432 0.161 1.992
O 2.309846 0.528187 -4.001167 0.675 -0.281 -0.239
C -1.072894 -0.123493 1.452133 0.819 0.249 -0.918
C -3.684194 -2.197133 5.809363 -0.572 0.414 0.557
H -1.460454 4.726237 -0.147497 -0.361 -0.609 0.218
H -4.737794 -4.174603 0.709063 0.162 -0.047 -0.255
O 4.708116 0.756887 -2.602027 -0.071 0.486 1.058
O -0.842754 -4.112493 -5.544007 0.684 -0.086 0.582
C -2.515154 2.486947 -5.416237 -0.738 -1.000 -0.227
C 4.483156 0.491947 -1.217157 1.082 -0.497 0.551
H 6.874776 3.464597 -4.320817 0.232 0.041 0.754
C 3.902526 -3.583463 -2.734727 -0.681 -1.189 -0.612
H 2.859256 -1.760673 1.128643 -1.067 0.322 0.506
H -1.436224 5.892667 -2.212047 0.088 -0.014 0.033
H 2.641056 5.707927 -2.599507 0.242 0.131 -0.006
C 1.218236 0.000007 -3.269167 1.051 0.237 -0.951
H 0.993436 4.414797 3.895323 -0.412 0.740 0.390
H 1.596446 1.800337 3.976753 0.421 0.534 -0.626
H 5.717186 0.298457 -4.899367 0.343 -0.291 -0.374
H 0.725906 -1.778813 2.522393 -0.084 -0.762 -0.216
N -0.071974 5.803007 4.317063 0.498 0.727 -1.036
H -0.338674 6.607407 -0.161927 0.145 0.003 -0.084
H 1.573056 -3.118423 4.189863 -0.084 0.140 -0.205
C 0.221936 -6.118713 0.757173 1.214 1.010 1.005
H -2.976064 -1.094543 4.143753 -0.053 0.184 -0.290
C 2.361976 3.321337 1.183793 -0.480 -1.189 -0.400
C 1.554636 4.221097 2.088993 0.467 0.327 0.204
H -0.950934 0.545587 2.303923 0.355 0.222 0.218
C 0.261286 0.962557 4.968653 0.109 -1.398 1.630
O 1.506746 3.741707 3.442493 0.785 -0.890 -1.062
O -3.320324 -3.876443 2.181423 0.879 -0.604 0.582
H -2.331424 4.764787 3.041003 0.120 0.547 -0.119
H -0.823134 -0.355943 6.316453 -0.526 0.094 -0.310
C 6.151996 1.283567 -5.068417 -1.063 -0.648 1.434
H -2.811994 6.529197 5.172673 -0.086 -0.179 -0.332
H -2.450204 1.406467 -5.544517 -0.046 -0.093 -0.308
H -0.302264 -1.660193 -0.923467 -0.448 0.180 -0.035
H -4.738514 -1.728783 0.060053 -0.260 -0.433 0.032
H 4.842276 -1.129953 1.853603 -0.037 0.218 0.069
O -1.844324 0.563867 0.454533 0.010 -0.968 0.038
H -5.204174 1.400257 1.427893 0.265 0.359 0.337
C -0.173054 -0.454213 5.447063 0.242 0.797 -0.268
N 5.909276 3.573027 -4.596777 -0.110 1.608 0.209
C -2.029554 6.056617 5.766443 -0.966 -0.986 -0.216
C 0.252626 -1.878313 -0.010977 -0.714 0.805 -0.830
H -3.490754 -3.182063 5.384393 0.006 -0.031 0.102
C 3.909226 -4.923503 -1.917907 1.364 0.750 -1.425
C -4.409264 -3.426313 1.430333 -1.300 0.275 0.125
H 3.477226 0.670957 -0.837477 -0.262 0.004 -0.446
H -2.925054 1.837477 3.355273 0.799 0.351 -0.559
H -3.077354 -2.169823 0.328053 0.054 -0.358 -0.309
C -3.915694 -1.181953 4.689223 0.979 -0.669 0.605
H -6.943174 2.513647 2.303993 0.029 -0.154 -0.042
O 3.554976 -2.322593 0.779613 -0.279 0.059 -1.897
H 3.033356 -3.862953 -0.451117 -0.179 0.545 0.028
H 1.803196 2.408137 0.979053 -0.240 -0.273 0.131
H -3.662324 -4.498163 2.828033 0.170 -0.152 0.075
H 4.918136 -5.117113 -1.553607 0.434 0.297 -0.088
H -3.322484 2.873067 -6.038517 -0.086 -0.145 -0.101
H -0.811164 0.434047 -3.332317 -0.306 0.062 -0.036
H 1.083046 -1.065353 -3.455807 0.490 -0.420 0.693
C -2.353164 5.932177 -1.624027 -0.520 -0.005 0.587
C -0.800104 -7.064563 1.379043 0.366 -0.304 -0.844
H -2.832324 6.891897 -1.817557 0.111 0.164 0.308
H 4.203056 -6.257103 -3.535687 0.241 -0.206 -0.048
O -3.971634 2.116807 -3.404857 0.179 -0.698 -0.022
H -4.687584 -1.581093 4.031223 -0.079 0.317 0.009
H -3.037814 5.187527 -2.030057 0.050 -0.245 0.115
C -3.280894 -1.214773 -2.701887 -0.679 -0.692 0.071
H 1.895796 3.360817 -2.472197 0.339 0.008 0.356
H -0.005184 4.026637 -4.131417 0.037 -0.169 0.020
H -0.635014 -0.988313 4.616733 -0.213 -0.181 0.198
C 0.321696 -0.622513 0.934453 0.128 -1.759 -0.357
C 0.822346 4.652687 -3.797727 -0.796 0.460 -0.573
O 2.029856 5.431737 -1.912657 0.122 -0.754 0.273
O -4.839534 -2.307613 6.625453 -1.033 -0.698 -0.036
O 0.789486 -6.478383 -0.480757 -1.794 -1.470 -0.373
C -0.251564 -4.211273 3.914433 0.933 1.132 1.607
C -2.828764 2.739707 -3.956187 0.538 2.275 -0.333
H 3.116836 0.363357 -3.508017 0.546 0.026 0.034
H 1.105436 -6.028293 1.389113 -0.128 -0.036 0.906
C 4.611446 -2.810443 -4.918327 0.073 -0.525 0.441
H 7.118896 1.332807 -4.567627 0.183 -0.224 -0.064
H -5.856294 3.373477 -0.805927 0.017 -0.247 -0.346
C 0.078496 0.625077 -3.932417 -2.416 0.679 0.329
H -4.165354 -0.213283 5.122173 -0.192 0.016 -0.176
H -1.102904 -6.880143 2.409773 0.381 0.627 -0.001
H 0.947106 -4.147103 -2.628167 -0.061 -0.344 0.003
H 2.529406 3.728197 0.186533 0.059 0.508 0.167
H 0.535196 4.364907 1.731023 -0.182 -0.227 -0.283
H -0.599634 1.511437 4.587003 -0.146 0.089 -0.098
H 4.551126 -1.728353 -4.801897 -0.045 0.154 0.742
H 0.457376 6.404077 4.932373 0.138 -0.497 0.892
H 5.410986 -3.274253 3.303973 -0.014 0.468 0.423
H -1.197304 3.487137 3.405183 0.238 -0.173 0.216
C -3.593134 2.580177 3.791343 0.184 -0.498 -0.221
H -0.342134 -5.334053 -3.115157 0.768 -0.416 -0.216
H -0.778614 -3.806653 -2.735227 0.121 0.831 -0.268
C -1.347434 1.820077 0.049993 -0.373 -0.386 0.338
H 5.444506 -2.966393 -5.603737 -0.129 -0.318 0.018
H 5.571506 -2.512823 1.070623 -0.071 0.031 -0.489
H 1.371066 0.276227 -2.225877 -0.493 -0.334 0.277
C -1.876684 4.207877 3.860243 -1.122 0.416 1.355
H -2.540854 5.474517 6.533143 -0.104 0.239 0.150
H -4.569194 3.564327 0.317973 0.201 0.027 0.127
C 4.473176 -3.046203 2.797403 0.127 -0.379 0.363
H -4.425224 2.245077 -0.843617 -0.232 0.016 -0.173
H -1.717444 -7.018463 0.792133 0.008 -0.483 -0.135
C 0.316496 -3.952753 -4.704707 -0.473 -0.321 1.413
H -0.167174 -5.101223 0.719503 -0.414 0.212 -0.157
C 5.167296 2.087937 -2.801437 0.016 0.044 -1.885
C 1.328566 4.290817 -2.434117 -0.238 0.609 -0.226
H -2.240424 -0.891703 -2.668017 0.275 -0.139 -0.388
H 1.334496 -0.375713 2.713723 0.279 0.664 -0.117
H 0.425676 5.661407 -3.682687 -0.180 0.109 -0.254
H -4.008564 0.340997 -3.518777 -0.293 0.492 -0.323
H -1.648444 -0.975053 1.815013 -0.101 -0.045 -0.256
H -0.198384 -2.777123 0.409513 -0.108 0.254 0.496
H 0.680306 1.472097 5.836353 -0.441 0.349 0.310
C -5.860454 1.938137 0.743723 -0.385 -0.618 -0.108
C 5.244046 2.317417 -4.337667 1.323 -1.001 -0.565
H 3.954516 -2.643253 -2.185717 0.188 -0.199 0.756
O -2.956854 3.557767 4.569603 0.995 -0.242 0.045
H 1.133536 -4.639853 -4.924817 0.068 0.001 -0.929
H -1.256994 2.447937 0.936403 0.157 0.429 0.042
H -3.898674 -1.310273 1.512233 -0.302 -0.157 0.483
C 3.520616 -6.160413 -2.691277 0.423 0.235 -1.622
O -0.718354 -3.208803 3.014843 0.064 -0.863 -0.154
H -2.875214 5.543837 0.541913 -0.030 0.313 -0.172
O -1.131214 6.616027 0.379753 -0.169 0.791 0.683
H 3.690786 -2.651333 3.445503 0.361 0.256 0.284
C 1.280386 -4.137123 3.935503 -0.368 -0.161 -0.128
H 3.666706 -3.126783 -5.360487 -0.048 -0.166 -0.183
H -5.081284 -1.440003 6.957743 0.091 0.081 -0.032
H -0.474964 6.535207 3.749983 -0.258 -0.135 -0.882
O -4.028744 -0.590433 -3.750357 0.693 -0.668 0.148
H 1.547896 4.692557 -4.610187 0.325 -0.202 0.217
H -4.721884 2.678607 -3.612467 -0.145 -0.190 0.032
H 0.681436 -2.927943 -4.773147 0.097 0.089 -0.014
H 6.080536 3.679317 -5.586457 -0.707 0.122 -0.427
H 4.090056 -4.033033 2.537633 0.006 -0.025 -0.561
C 4.665956 -2.167363 1.569363 0.881 -0.890 1.419
H 1.689426 -4.388493 2.956933 0.086 0.005 0.056
H 4.520266 2.850357 -2.367667 -0.339 -0.086 0.136
H -0.751554 -3.481393 -6.261637 -0.071 -0.066 -0.080
H -3.698754 -0.838143 -1.768267 -0.038 -0.359 0.383
H 1.745786 -4.746213 4.710433 -0.194 -0.338 -0.079
H -1.520884 6.905067 6.224153 0.590 -0.409 0.052
C 0.049556 -4.322413 -3.221267 -1.167 0.327 -0.436
H -1.921404 2.590737 -3.370857 -0.359 -0.479 0.436
H -0.698914 4.336627 5.594093 -0.078 0.011 0.309
H -0.391084 1.769917 -0.470557 0.187 -0.068 -0.036
C -2.024604 5.658727 -0.129927 0.768 -0.442 -1.607
O 4.884396 -3.591663 -3.739787 0.292 0.359 -0.727
H -4.481834 -3.004593 -2.765757 -0.204 0.152 -0.070
C -5.128974 2.804267 -0.227057 0.521 0.492 0.121
H 2.898316 -3.617183 -3.157237 -0.296 0.338 -0.524
H 0.863276 0.153577 0.393643 -0.263 0.304 -0.074
H -0.132604 0.195967 -4.911907 0.287 0.072 -0.069
H 0.459356 4.176827 -1.786367 0.093 -0.265 0.219
H 3.310236 2.951327 1.573673 0.085 0.504 0.324
H 3.582896 -7.081973 -2.112527 -0.117 0.195 0.206
H -1.592444 2.911227 -5.812097 0.106 0.203 0.540
H -2.928824 -1.972923 6.562513 0.904 0.327 -0.798
H -1.478404 -3.573673 2.555723 -0.512 0.208 -0.331
H -6.367304 1.128967 0.217943 -0.285 -0.044 -0.237
H 4.237276 2.264627 -4.752077 -0.055 0.338 -0.007